(1)
{
  "formula": "C13H20N4O3",
  "method": "the ωB97M-V functional and the def2-TZVPD basis",
  "symbols": ["C", "C", "N", "C", "C", "N", "C", "H", "H", "C", "O", "N", "H", "C", "C", "C", "C", "C", "H", "H", "C", "C", "H", "H", "H", "H", "H", "H", "H", "H", "H", "H", "H", "N", "O", "O", "H", "H", "H", "H"],
  "xyz": [[-3.63120, -2.19306, -0.41692], [-3.23229, -0.77322, -0.49595], [-3.71215, 0.09252, -1.37440], [-3.10517, 1.25662, -1.13898], [-2.21269, 1.11379, -0.08289], [-2.31986, -0.20455, 0.32446], [-1.60266, -0.88859, 1.37078], [-1.31067, -0.17939, 2.14556], [-2.24999, -1.65987, 1.79202], [-0.35670, -1.57481, 0.75665], [-0.40470, -2.71959, 0.35687], [0.70193, -0.76804, 0.68937], [0.62087, 0.18430, 1.02836], [1.96977, -1.13497, 0.08350], [3.10757, -0.83014, 1.06000], [3.48443, 0.64816, 1.16969], [4.09997, 1.27150, -0.09888], [4.60397, 0.25551, -1.12264], [5.22307, 0.78754, -1.84809], [5.26036, -0.45614, -0.62067], [3.48973, -0.48742, -1.88651], [2.09894, -0.40961, -1.25956], [1.38087, -0.85344, -1.95415], [1.81322, 0.63426, -1.12539], [3.76509, -1.53713, -2.00328], [3.40907, -0.06398, -2.88985], [4.94465, 1.89638, 0.19892], [3.38321, 1.93576, -0.58295], [2.60696, 1.22589, 1.46665], [4.20516, 0.72947, 1.98623], [3.98044, -1.41292, 0.77077], [2.80166, -1.18279, 2.04852], [1.92416, -2.21637, -0.08518], [-1.35962, 2.08082, 0.43642], [-1.48124, 3.21638, 0.01936], [-0.51575, 1.74783, 1.26780], [-3.30283, 2.13718, -1.71594], [-4.26191, -2.42396, -1.26934], [-2.75060, -2.83398, -0.42277], [-4.19196, -2.38509, 0.49830]],
  "forces_ev_per_a": [[0.1, -0.2, 0.1], [0.1, 0.2, 0.0], [-0.3, -0.4, -0.3], [0.7, 0.2, 0.7], [-1.1, -0.4, -1.0], [-0.2, 0.3, -0.2], [0.5, -0.6, 0.3], [-0.2, -0.1, -0.1], [0.1, 0.1, -0.1], [-0.6, 0.4, 0.5], [0.0, -0.5, -0.2], [0.5, 0.3, 0.1], [-0.2, -0.2, -0.1], [0.1, -0.2, -0.1], [-0.1, 0.1, 0.0], [0.0, -0.1, 0.0], [0.2, 0.0, 0.0], [0.0, 0.2, 0.0], [0.1, -0.1, 0.0], [0.1, 0.0, 0.0], [-0.1, 0.1, 0.0], [0.2, -0.3, 0.0], [-0.1, 0.1, 0.0], [-0.1, 0.1, 0.0], [0.0, 0.0, -0.1], [0.0, -0.1, 0.0], [-0.1, 0.1, 0.0], [0.0, 0.1, 0.0], [0.0, 0.1, 0.1], [-0.1, 0.1, 0.0], [0.1, -0.1, 0.0], [0.1, -0.1, 0.0], [0.0, 0.2, 0.0], [0.3, 0.5, 0.0], [0.0, 0.0, 0.0], [0.1, 0.1, 0.3], [0.0, 0.2, -0.1], [0.0, 0.0, 0.0], [0.0, -0.1, 0.0], [0.0, -0.1, 0.1]],
  "lowdin_charge": [0.007, -0.323, 0.124, -0.033, -0.149, 0.054, -0.018, 0.125, 0.134, -0.460, 0.063, 0.111, 0.104, -0.295, -0.146, -0.179, -0.202, -0.206, 0.105, 0.102, -0.181, -0.149, 0.121, 0.109, 0.113, 0.107, 0.105, 0.104, 0.102, 0.108, 0.109, 0.119, 0.149, -0.334, 0.097, 0.027, 0.119, 0.088, 0.076, 0.092],
  "orbital_gap_ha": 0.3228,
  "e_lumo_ev": -0.69,
  "molar_mass_g_mol": 280.33,
  "charge": 0,
  "e_above_lowest_ev": 3.187,
  "homo_ev": -9.48,
  "spin_multiplicity": 1
}

***

(2)
{
  "formula": "C13H21Cl2OPSSr",
  "method": "the ωB97M-V functional and the def2-TZVPD basis",
  "symbols": ["Sr", "Cl", "C", "C", "C", "C", "C", "Cl", "C", "S", "H", "H", "H", "C", "C", "C", "C", "H", "H", "H", "H", "H", "H", "H", "H", "H", "C", "P", "C", "C", "O", "H", "H", "H", "H", "H", "H", "H", "H", "H"],
  "xyz": [[-0.14649, -0.20176, 0.43574], [0.84245, -0.01109, 3.40365], [2.60077, -0.06008, 3.43797], [3.15300, -0.20264, 4.69904], [4.52601, -0.24786, 4.83682], [5.31994, -0.14452, 3.70638], [4.74111, -0.00210, 2.45720], [5.82239, 0.12618, 1.10546], [3.34561, 0.04239, 2.25286], [2.66504, 0.23720, 0.65745], [2.50259, -0.27944, 5.56011], [4.97406, -0.36053, 5.81446], [6.39875, -0.17464, 3.78207], [-3.25064, -3.97409, -0.87192], [-2.72888, -2.57308, -0.52924], [-2.70805, -1.72386, -1.80507], [-1.35891, -2.57183, 0.16814], [-4.24933, -3.95937, -1.32689], [-3.29325, -4.59551, 0.02484], [-2.56524, -4.45863, -1.57544], [-3.46452, -2.11759, 0.14832], [-1.92108, -2.08731, -2.47784], [-2.50170, -0.67242, -1.57365], [-3.65677, -1.76105, -2.35199], [-0.68166, -3.21384, -0.42653], [-1.45438, -3.09128, 1.13345], [-1.76223, 1.72593, -3.23926], [-1.00765, 2.39660, -1.76851], [0.73618, 2.62186, -2.11441], [-1.69004, 4.02736, -1.51399], [-1.24018, 1.49875, -0.56802], [-1.67469, 2.41854, -4.07661], [-2.81324, 1.52730, -3.02837], [-1.28127, 0.78106, -3.49220], [0.87343, 3.13116, -3.06903], [1.25179, 1.66054, -2.15065], [1.18598, 3.21261, -1.31616], [-1.57170, 4.64495, -2.40474], [-1.16926, 4.49312, -0.67666], [-2.74794, 3.93898, -1.26680]],
  "forces_ev_per_a": [[0.3, -1.5, 1.0], [0.0, 0.0, -0.1], [0.1, 0.0, 0.0], [-0.1, 0.0, 0.0], [0.1, 0.0, 0.0], [0.0, 0.0, 0.0], [0.0, 0.0, 0.0], [0.0, 0.0, 0.0], [-0.1, 0.1, 0.0], [0.2, 0.1, 0.0], [0.0, 0.0, 0.0], [0.0, 0.0, 0.0], [0.0, 0.0, 0.0], [0.1, 0.0, 0.0], [0.0, 0.0, 0.0], [0.0, 0.0, 0.0], [0.0, 0.3, -0.1], [0.1, 0.0, 0.0], [0.0, 0.0, 0.0], [0.0, 0.0, 0.0], [0.0, 0.0, 0.0], [0.0, 0.0, 0.0], [0.0, 0.0, 0.0], [0.0, 0.0, 0.0], [0.0, 0.0, 0.0], [0.0, 0.0, 0.0], [-0.1, -0.1, -0.1], [-0.1, -0.2, 0.3], [0.1, 0.0, 0.0], [0.0, 0.1, 0.1], [-0.3, 1.2, -0.9], [0.0, 0.0, 0.0], [0.0, 0.0, 0.0], [0.0, 0.0, 0.0], [0.0, 0.0, 0.0], [0.0, 0.0, 0.0], [0.0, 0.0, 0.0], [0.0, 0.0, 0.0], [0.0, 0.0, 0.0], [0.0, 0.0, 0.0]],
  "lowdin_charge": [1.182, 0.617, -0.645, -0.135, -0.095, -0.126, -0.689, 0.642, -0.761, 0.366, 0.100, 0.104, 0.100, -0.117, -0.584, -0.131, -0.324, 0.064, 0.068, 0.072, 0.109, 0.077, 0.025, 0.071, -0.001, -0.009, -0.167, 0.548, -0.162, -0.164, -0.613, 0.063, 0.067, 0.063, 0.066, 0.056, 0.068, 0.064, 0.065, 0.065],
  "orbital_gap_ha": 0.2336,
  "e_lumo_ev": -0.12,
  "molar_mass_g_mol": 414.88,
  "charge": 0,
  "e_above_lowest_ev": 0.407,
  "homo_ev": -6.47,
  "spin_multiplicity": 1
}

***

(3)
{
  "formula": "C13H21ClF9GaO3P2",
  "method": "the ωB97M-V functional and the def2-TZVPD basis",
  "symbols": ["C", "C", "H", "H", "H", "O", "Cl", "Ga", "P", "C", "C", "H", "H", "H", "H", "H", "H", "C", "H", "H", "H", "P", "C", "C", "H", "H", "H", "C", "H", "H", "H", "H", "H", "H", "C", "O", "F", "C", "F", "F", "C", "O", "C", "F", "F", "F", "C", "F", "F", "F"],
  "xyz": [[-0.11987, 0.10292, -5.19313], [0.77948, 0.29257, -4.12852], [0.38900, 0.01155, -6.16178], [-0.78683, 0.99084, -5.23110], [-0.70228, -0.82972, -4.94499], [1.42332, 0.24884, -3.17546], [-1.25450, 0.13326, -2.56253], [-0.61937, -0.34092, 0.62983], [-0.19902, 2.08581, -0.76309], [1.27838, 3.01300, -0.18082], [-0.42783, 2.99153, -2.34623], [-0.61434, 4.04710, -2.11083], [-1.60166, 3.93245, -0.13696], [-1.28677, 2.55833, -2.87429], [-2.45681, 2.38190, 0.03591], [2.11313, 2.74382, -0.84905], [0.46808, 2.90637, -2.97384], [-1.50807, 2.90033, 0.23532], [1.06759, 4.09232, -0.27227], [-1.28571, 2.86784, 1.31384], [1.51859, 2.74791, 0.86068], [-0.08567, -2.21732, -0.78558], [1.42036, -3.10083, -0.24995], [-1.45595, -3.09542, 0.04037], [-1.11900, -2.43587, -2.96825], [-0.21294, -3.91817, -2.46558], [0.66130, -2.47832, -3.10251], [-0.19905, -2.81578, -2.50581], [-2.39855, -2.60054, -0.24654], [-1.44677, -4.12323, -0.34917], [1.28619, -4.16563, -0.51584], [1.59382, -2.96816, 0.83006], [-1.33964, -3.05529, 1.13698], [2.27704, -2.69821, -0.81393], [1.59142, -0.05353, 0.05659], [2.68151, -0.00425, 0.33542], [-0.41918, 2.36023, 3.59409], [-0.95156, 1.15831, 3.93557], [-1.22682, 1.22454, 5.25026], [-2.15404, 1.04639, 3.29239], [0.04606, 0.04855, 3.45580], [0.23687, 0.29294, 2.09242], [1.50920, 0.21868, 3.94256], [1.69561, 0.33156, 5.27758], [2.24303, -0.85522, 3.52446], [2.05288, 1.32788, 3.36567], [-0.49849, -1.46834, 3.65405], [-0.38072, -1.93983, 4.91707], [-1.81955, -1.59101, 3.29294], [0.23807, -2.30217, 2.83815]],
  "forces_ev_per_a": [[-0.6, 0.0, -1.7], [1.3, -1.0, 4.8], [0.2, 0.0, 0.1], [0.2, -0.6, 0.1], [0.5, 1.0, -0.2], [-0.6, 0.6, -4.1], [-1.0, -0.7, 0.3], [1.2, 1.8, -2.0], [-1.0, 1.5, 1.6], [0.3, -0.6, 0.0], [-0.3, -0.7, -0.5], [0.2, -0.3, 0.0], [0.0, -0.2, 0.5], [0.3, 0.5, 0.2], [0.1, 0.2, 0.1], [-0.1, 0.3, 0.4], [-0.2, 0.1, 0.2], [-0.3, -0.1, -0.3], [0.1, -0.5, 0.1], [0.0, 0.1, -0.5], [0.0, 0.2, -0.4], [-1.0, -1.9, 0.9], [0.2, 0.5, 0.2], [0.0, -0.4, -0.5], [0.3, -0.3, 0.2], [0.1, 0.4, 0.2], [-0.2, -0.2, 0.3], [-0.3, 0.7, -0.5], [0.2, -0.3, 0.1], [-0.3, 0.1, 0.5], [0.0, 0.5, 0.2], [0.0, -0.2, -0.4], [0.0, -0.2, -0.4], [-0.2, -0.2, 0.3], [2.2, -0.1, 0.3], [-0.6, 0.1, -0.4], [-0.4, -0.9, 0.0], [-0.7, 1.4, 1.0], [0.6, -0.7, -1.1], [1.2, -0.2, 0.1], [-0.5, -0.8, -0.5], [-1.2, -0.7, 0.1], [2.0, 0.3, 1.3], [-0.8, -0.2, -1.4], [-0.7, 1.0, 0.2], [-0.6, -1.1, 0.6], [0.2, -0.4, 1.3], [-0.1, 1.0, -1.7], [1.7, 0.3, -0.1], [-1.1, 0.9, 0.5]],
  "lowdin_charge": [-0.019, -0.154, 0.141, 0.140, 0.126, 0.217, 0.134, 0.581, 0.757, -0.224, -0.282, 0.070, 0.064, 0.002, 0.059, 0.058, 0.047, -0.246, 0.079, 0.044, 0.056, 0.763, -0.202, -0.251, 0.019, 0.084, 0.054, -0.244, 0.071, 0.076, 0.086, 0.063, 0.043, 0.068, -0.158, 0.214, 0.157, -0.481, 0.197, 0.138, -0.177, -0.198, -0.477, 0.190, 0.154, 0.154, -0.428, 0.196, 0.138, 0.103],
  "orbital_gap_ha": [0.2228, 0.2230],
  "e_lumo_ev": [-9.05, -9.04],
  "molar_mass_g_mol": 563.41,
  "charge": 2,
  "e_above_lowest_ev": 1.072,
  "homo_ev": [-15.11, -15.11],
  "spin_multiplicity": 1
}

***

(4)
{
  "formula": "C13H21N2",
  "method": "the ωB97M-V functional and the def2-TZVPD basis",
  "symbols": ["C", "C", "C", "C", "C", "C", "C", "C", "C", "C", "C", "C", "C", "N", "N", "H", "H", "H", "H", "H", "H", "H", "H", "H", "H", "H", "H", "H", "H", "H", "H", "H", "H", "H", "H", "H"],
  "xyz": [[-3.37408, -0.46684, -0.95747], [-2.19286, -1.29703, -0.86608], [-3.42046, 0.71410, -0.34551], [-1.17878, -0.94192, -0.07819], [-2.29672, 1.28723, 0.46180], [0.41772, 1.42106, -1.02177], [1.82237, 0.97779, -1.44506], [-1.12510, 0.32420, 0.73339], [1.30499, -0.16468, 0.49543], [0.27115, 0.92929, 0.43643], [0.65807, 2.02491, 1.43277], [3.38866, -0.80157, -0.62629], [0.06437, -2.66229, 1.14188], [2.19198, -0.02346, -0.46041], [0.03574, -1.68566, 0.05607], [-4.20559, -0.83941, -1.53278], [-2.16116, -2.21284, -1.43697], [-4.29149, 1.34575, -0.42715], [-1.94625, 2.18003, -0.06481], [-2.70934, 1.63356, 1.41089], [0.30381, 2.49912, -1.09678], [-0.33721, 0.94984, -1.65024], [1.85040, 0.56256, -2.45597], [2.54483, 1.79865, -1.40056], [-1.13493, 0.04014, 1.79209], [1.60191, -0.61652, 1.43103], [1.62978, 2.44113, 1.17678], [0.70820, 1.63507, 2.44642], [-0.07113, 2.82915, 1.40917], [4.26025, -0.14827, -0.70302], [3.52761, -1.45955, 0.22848], [3.33494, -1.40074, -1.53799], [-0.15948, -2.16977, 2.08644], [-0.66868, -3.45571, 0.98563], [1.05368, -3.11367, 1.20082], [0.30279, -2.13364, -0.81844]],
  "forces_ev_per_a": [[-0.3, 0.5, 0.1], [0.7, -0.1, 0.3], [-0.1, -0.1, -0.1], [-0.4, -0.1, -0.2], [0.1, -0.1, 0.1], [0.1, -0.1, 0.0], [-0.1, 0.5, -0.4], [0.2, 0.0, -0.1], [-0.2, -0.1, -0.3], [-0.3, 0.1, 0.1], [0.0, -0.2, -0.1], [0.5, -0.2, 0.0], [-0.1, -0.3, 0.2], [0.0, 0.1, 0.2], [0.3, 0.1, -0.2], [-0.1, 0.1, -0.1], [0.1, -0.2, -0.1], [-0.2, 0.0, -0.1], [0.0, 0.1, 0.1], [0.1, 0.1, 0.0], [-0.1, 0.0, 0.0], [0.0, 0.0, -0.1], [0.0, 0.0, 0.1], [0.0, -0.1, -0.1], [0.0, 0.0, 0.1], [0.0, -0.2, 0.1], [0.1, 0.1, 0.0], [0.0, 0.0, 0.1], [-0.1, 0.1, 0.0], [-0.1, 0.0, 0.0], [0.0, 0.0, 0.0], [0.0, 0.0, 0.0], [0.0, 0.0, 0.0], [0.0, 0.0, 0.0], [0.1, 0.0, 0.0], [-0.1, 0.1, 0.1]],
  "lowdin_charge": [-0.076, -0.001, -0.063, -0.239, -0.110, -0.066, -0.097, -0.175, -0.045, -0.402, 0.007, -0.004, -0.039, -0.138, -0.042, 0.109, 0.122, 0.113, 0.121, 0.129, 0.129, 0.128, 0.134, 0.137, 0.155, 0.160, 0.099, 0.097, 0.095, 0.105, 0.099, 0.103, 0.097, 0.102, 0.095, 0.160],
  "orbital_gap_ha": 0.3315,
  "e_lumo_ev": -2.56,
  "molar_mass_g_mol": 205.33,
  "charge": 1,
  "e_above_lowest_ev": 1.644,
  "homo_ev": -11.58,
  "spin_multiplicity": 1
}

***

- Which of these has the highest charge?
  C13H21ClF9GaO3P2